10 unconnected molecules or ions with the total composition C32H90N6O10 in a non-equilibrium geometry. Source: the Open Molecules 2025 dataset; level of theory: the ωB97M-V functional and the def2-TZVPD basis.

- HOMO level: -8.911 eV
- E_tot: -2353.9011 Ha
- SMILES: COC[C@H](C)N.COC[C@H](C)N.COC[C@H](C)N.COC[C@H](C)N.COC[C@H](C)N.COC[C@H](C)N.CCO.CCO.CCO.CCO

ORCA input file:
```
! RIJCOSX wB97M-V def2-TZVPD def2/J DEFGRID3
* xyz 0 1
C -2.685 2.599 2.755
O -2.032 2.385 1.551
C -2.553 3.080 0.423
C -1.684 2.735 -0.790
C -1.659 3.668 -2.019
N -2.194 1.500 -1.238
H -2.815 3.652 3.009
H -2.128 2.100 3.548
H -3.645 2.084 2.787
H -3.616 2.885 0.274
H -2.614 4.149 0.624
H -0.640 2.574 -0.521
H -2.675 3.663 -2.413
H -0.951 3.399 -2.802
H -1.350 4.702 -1.860
H -2.011 0.974 -0.396
H -1.512 1.148 -1.895
C 2.839 2.331 -3.068
O 1.906 1.636 -3.906
C 1.326 2.458 -4.906
C 0.021 1.829 -5.528
C 0.245 0.615 -6.420
N -0.809 2.775 -6.230
H 3.615 2.913 -3.566
H 3.277 1.651 -2.338
H 2.252 3.026 -2.467
H 0.984 3.336 -4.359
H 1.968 2.847 -5.697
H -0.592 1.513 -4.684
H 1.000 0.932 -7.138
H -0.626 0.127 -6.859
H 0.722 -0.171 -5.834
H -0.852 3.617 -5.673
H -1.766 2.477 -6.348
C 1.150 -0.414 3.853
O 0.498 0.745 4.295
C 0.682 0.987 5.723
C -0.251 2.068 6.230
C 0.097 2.482 7.636
N -1.598 1.624 6.181
H 1.316 -1.268 4.508
H 2.177 -0.199 3.555
H 0.568 -0.738 2.990
H 0.496 0.064 6.273
H 1.734 1.206 5.905
H -0.171 2.925 5.561
H -0.516 3.330 7.939
H 1.150 2.750 7.730
H 0.081 1.637 8.325
H -1.753 0.879 6.846
H -1.744 1.108 5.325
C 1.946 6.821 0.986
O 1.781 5.716 1.785
C 1.670 4.447 1.104
C 1.543 3.368 2.222
C 2.852 3.052 3.016
N 0.996 2.110 1.826
H 2.826 6.737 0.349
H 2.028 7.685 1.645
H 1.128 6.922 0.272
H 0.788 4.335 0.473
H 2.380 4.244 0.301
H 0.882 3.748 3.000
H 3.213 3.927 3.556
H 3.690 2.846 2.349
H 2.862 2.211 3.709
H 0.003 2.235 1.691
H 1.077 1.499 2.627
C -4.518 -0.317 6.054
O -3.456 -0.457 5.190
C -3.448 -1.811 4.686
C -2.010 -2.055 4.048
C -1.845 -1.564 2.650
N -1.697 -3.482 4.100
H -4.355 -0.996 6.891
H -5.528 -0.421 5.656
H -4.462 0.720 6.384
H -3.517 -2.501 5.526
H -4.278 -1.984 4.000
H -1.223 -1.591 4.643
H -2.022 -0.492 2.569
H -2.652 -2.056 2.107
H -0.906 -1.841 2.171
H -1.020 -3.577 4.844
H -1.301 -3.902 3.272
C -3.804 -5.730 -0.102
O -2.601 -5.881 -0.843
C -2.076 -4.634 -1.321
C -0.646 -4.817 -1.844
C -0.540 -5.633 -3.125
N 0.197 -5.490 -0.896
H -4.505 -5.008 -0.522
H -3.583 -5.421 0.920
H -4.310 -6.692 -0.019
H -2.728 -4.255 -2.108
H -1.931 -3.935 -0.496
H -0.087 -3.915 -2.092
H 0.456 -5.448 -3.526
H -1.308 -5.310 -3.828
H -0.675 -6.697 -2.934
H -0.182 -6.419 -0.782
H 0.006 -5.168 0.042
C 3.379 -2.820 -3.952
C 3.588 -3.594 -5.261
O 4.942 -3.446 -5.671
H 2.350 -2.761 -3.598
H 3.745 -1.800 -4.070
H 4.055 -3.198 -3.185
H 3.039 -3.247 -6.137
H 3.271 -4.629 -5.125
H 5.469 -3.935 -5.036
C -1.216 -2.588 -5.544
C -2.260 -1.865 -4.706
O -1.894 -1.976 -3.368
H -0.975 -3.585 -5.175
H -0.307 -1.999 -5.674
H -1.539 -2.630 -6.585
H -3.225 -2.351 -4.849
H -2.303 -0.808 -4.968
H -0.982 -1.690 -3.275
C 0.562 -1.310 -0.608
C 0.941 -0.090 -1.453
O 0.094 0.232 -2.457
H 1.233 -1.468 0.237
H 0.606 -2.183 -1.258
H -0.448 -1.204 -0.212
H 1.875 -0.316 -1.966
H 0.954 0.818 -0.849
H 0.597 0.834 -3.010
C 4.732 -0.447 -0.603
C 3.832 0.010 0.564
O 3.228 1.254 0.222
H 4.179 -0.904 -1.423
H 5.492 -1.124 -0.211
H 5.175 0.442 -1.051
H 4.484 0.164 1.424
H 3.152 -0.705 1.027
H 2.404 1.401 0.691
*
```